Run i
ORCA calculation (ωB97M-V with the def2-TZVPD basis set) on 2 unconnected molecules or ions with the total composition C10H16O.

Geometry (Å):
C -0.26700 0.68521 1.09330
C 0.21782 0.59039 2.52617
C 0.16606 -0.66442 0.46771
C 1.47502 -1.08078 0.34960
C -0.86999 -1.55191 0.08983
C 1.84866 -2.36886 0.00152
C -0.52937 -2.79169 -0.38110
C 0.82171 -3.23357 -0.31985
O 1.05552 -4.50560 -0.74811
H -1.26077 1.12630 1.04378
H 0.43169 1.31096 0.50246
H 1.25851 0.32648 2.44881
H 2.25404 -0.43567 0.78854
H -1.85509 -1.17759 0.34252
H 2.80808 -2.82059 0.19700
H -1.21370 -3.64824 -0.59728
H 1.68334 -5.01127 -0.20901
H -0.25186 -0.27739 3.06141
H 0.19180 1.49089 3.14475
C -0.87955 3.65402 -1.31155
C -1.11885 2.37467 -2.10775
H -1.36765 3.52924 -0.34018
H 0.20233 3.80965 -1.18270
H -1.29624 4.52608 -1.84119
H -0.64442 2.40745 -3.10743
H -2.21293 2.24203 -2.27621
H -0.64719 1.49420 -1.63504

Calculated values
* highest occupied orbital energy: -8.44 eV
* SMILES: CCc1ccc(O)cc1.CC
* E_LUMO: 0.8 eV
* Kohn-Sham gap: 9.25 eV

---

Run ii
ORCA calculation (ωB97M-V with the def2-TZVPD basis set) on 2 unconnected molecules or ions with the total composition C10H16O.

Geometry (Å):
C -0.31111 1.18735 -3.89383
C -0.43641 0.63363 -2.51887
H 0.13783 2.19862 -3.92260
H 0.55683 0.78749 -4.40365
H -1.13985 1.27749 -4.51915
H 0.52995 0.18936 -2.20157
H -1.30999 -0.22852 -2.38402
H -0.53815 1.31044 -1.68574
C 1.18959 -1.45559 0.10719
C 2.06631 -2.56426 0.92736
C 0.32301 -0.48639 1.04291
C -0.78860 -0.90605 1.66356
C 0.74472 0.85952 1.19124
C -1.73049 -0.11674 2.22333
C -0.14479 1.78351 1.63789
C -1.38536 1.21526 2.11023
O -2.35301 2.08987 2.24631
H 1.80652 -0.73771 -0.36915
H 0.63294 -1.94934 -0.62348
H 2.37619 -2.09337 1.85379
H -0.86255 -1.99146 1.90264
H 1.71818 1.26096 0.98322
H -2.70210 -0.52724 2.60108
H 0.30218 2.84862 2.10933
H -3.24330 1.64148 2.20528
H 3.07348 -2.87802 0.43903
H 1.48798 -3.34893 1.27767

Calculated values
* highest occupied orbital energy: -8.04 eV
* SMILES: CCc1ccc(O)cc1.CC
* E_LUMO: 0.8 eV
* Kohn-Sham gap: 8.87 eV

---

Run iii
ORCA calculation (ωB97M-V with the def2-TZVPD basis set) on 2 unconnected molecules or ions with the total composition C10H16O.

Geometry (Å):
C -1.26386 1.84832 0.39195
C -2.72127 1.87042 0.88691
C -0.97053 0.55796 -0.35876
C -1.62437 -0.63201 -0.05867
C -0.13046 0.56675 -1.47176
C -1.17965 -1.85935 -0.54633
C 0.23138 -0.64641 -2.07067
C -0.31799 -1.83397 -1.64528
O -0.05768 -2.96654 -2.37107
H -1.12128 2.64920 -0.31361
H -0.54620 1.99314 1.20100
H -2.82652 1.21735 1.75551
H -2.43496 -0.63278 0.66393
H 0.47454 1.44256 -1.68149
H -1.71177 -2.75142 -0.23968
H 0.84837 -0.55420 -2.94203
H -0.73348 -3.63954 -2.27979
H -3.36879 1.57999 0.07137
H -2.93787 2.84686 1.28446
C 2.18669 -0.44667 1.55617
C 3.43049 0.15059 0.88067
H 2.34696 -0.51638 2.61823
H 1.39725 0.28221 1.35549
H 1.76002 -1.36880 1.16784
H 3.50769 -0.19327 -0.14967
H 4.33554 -0.20159 1.38187
H 3.42775 1.23756 0.91339

Calculated values
* highest occupied orbital energy: -8.43 eV
* SMILES: CCc1ccc(O)cc1.CC
* E_LUMO: 0.8 eV
* Kohn-Sham gap: 9.28 eV

---

Run iv
ORCA calculation (ωB97M-V with the def2-TZVPD basis set) on 2 unconnected molecules or ions with the total composition C10H16O.

Geometry (Å):
C 2.07448 0.26385 2.07374
C 1.65763 0.22334 3.55314
C 1.48295 -0.89277 1.28422
H 3.16119 0.22935 2.07664
H 1.72243 1.20416 1.67362
H 2.16908 -0.62233 4.01752
H 1.94822 1.14216 4.06380
H 1.66907 -1.89052 1.67816
H 1.92437 -0.82333 0.28037
H 0.57235 0.15687 3.63742
H 0.41487 -0.74748 1.08582
C 0.75269 1.15098 -2.81526
C -1.24073 1.33722 -1.20589
C -0.43829 0.58444 -2.06787
C -2.33112 0.81992 -0.55571
C -0.77532 -0.72452 -2.23502
C -2.60074 -0.55413 -0.70044
C -1.80866 -1.36195 -1.47592
O -3.66980 -1.03957 0.02339
H -1.15060 2.39307 -1.10391
H -2.93521 1.29788 0.14901
H 0.47006 2.02954 -3.39393
H 1.11719 0.37399 -3.48563
H -0.30753 -1.53992 -2.77551
H -1.91909 -2.39232 -1.79111
H -3.55810 -1.98574 0.17038
H 1.59862 1.36784 -2.16106

Calculated values
* highest occupied orbital energy: -8.55 eV
* SMILES: Cc1ccc(O)cc1.CCC
* E_LUMO: 0.9 eV
* Kohn-Sham gap: 9.41 eV

---

Stability summary: most stable run iii, least stable run ii.